Computed, not measured: a molecular structure, C26H49NO11P3SSbSi3Sn in a non-equilibrium geometry, with the ωB97M-V functional and the def2-TZVPD basis.

Last column: Löwdin charge in e.
Positions of all 96 atoms, in Å:
Sn: -0.9184 -2.3439 0.5949  1.205
C: 4.6660 -3.4270 -5.6243  -0.048
C: 4.2471 -2.8611 -4.3110  -0.276
C: 4.8559 -1.6577 -3.8624  -0.026
C: 4.3903 -1.1028 -2.6882  -0.059
C: 3.1279 -1.5210 -2.2140  -0.309
C: 2.4839 -2.6647 -2.6043  -0.034
C: 3.1401 -3.3697 -3.6362  -0.027
S: 2.4490 -0.5502 -0.9026  0.682
O: 1.3571 0.3454 -1.5188  -0.353
O: 3.5139 0.2095 -0.2676  -0.293
N: 1.6342 -1.3390 0.1615  -0.287
C: 2.1022 -1.5590 1.5224  -0.187
C: 1.8183 -3.0386 1.6856  -0.592
O: 2.6968 -3.8380 2.0555  0.043
O: 0.6001 -3.4749 1.3890  -0.304
H: 5.3956 -2.7203 -6.0602  0.083
H: 3.8178 -3.5755 -6.2521  0.073
H: 5.2689 -4.3271 -5.3813  0.101
H: 5.7224 -1.2182 -4.3871  0.127
H: 4.8633 -0.3404 -2.0710  0.118
H: 1.6620 -3.0303 -2.0163  0.105
H: 2.7883 -4.3780 -3.9294  0.125
H: 1.5544 -0.8322 2.2076  0.129
H: 3.1576 -1.3315 1.6670  0.115
O: -2.6078 1.2037 4.0912  -0.157
P: -1.0659 1.3308 3.7926  0.251
O: -0.1076 2.0218 4.6400  -0.268
O: -1.1046 1.7678 2.2677  -0.630
O: -0.4717 -0.2095 3.6355  -0.300
P: -1.2758 -1.6316 4.0137  0.315
O: 0.0007 -2.3461 4.7128  -0.137
O: -2.4580 -1.2172 4.9091  -0.310
O: -1.6655 -2.2763 2.7172  -0.480
H: -2.7625 0.2765 4.5556  0.052
H: 0.1350 -3.3617 4.6644  0.145
C: 3.0695 5.2871 2.0265  -0.222
Si: 1.8790 4.1286 2.9258  0.376
C: 1.1712 4.8603 4.5410  -0.249
C: 3.0512 2.7440 3.4816  -0.219
Sb: -0.1962 3.3660 1.5587  1.085
Si: 1.4726 1.5947 -2.7628  0.499
C: 2.3030 2.8479 -1.6420  -0.156
C: 2.4201 0.9844 -4.2353  -0.141
C: -0.3218 1.7452 -3.1433  -0.152
Si: -2.2620 4.8674 1.0728  0.361
C: -1.7913 6.2572 -0.0483  -0.231
C: -3.6195 3.6110 0.5603  -0.216
C: -2.7277 5.4990 2.8209  -0.255
H: 3.2064 6.2331 2.4974  0.009
H: 2.7210 5.5156 1.0112  0.010
H: 4.0814 4.8403 1.9519  0.036
H: 1.8711 5.4580 5.0887  0.007
H: 0.7047 4.0160 5.1247  0.025
H: 0.3616 5.5464 4.2292  0.001
H: 4.1532 2.8063 3.4817  0.035
H: 2.8361 1.8533 2.9266  -0.006
H: 2.9129 2.4390 4.5281  0.034
H: 2.2217 2.5800 -0.6236  -0.025
H: 1.7511 3.7689 -1.7891  0.024
H: 3.3421 3.0325 -1.8309  0.034
H: 1.7947 1.1583 -5.0880  0.022
H: 2.5936 -0.0913 -4.3005  0.024
H: 3.4019 1.4756 -4.3771  0.058
H: -0.5953 2.7790 -3.4897  0.054
H: -0.9508 1.4940 -2.2812  0.038
H: -0.5007 1.0749 -4.0146  0.044
H: -2.1296 7.2533 0.2406  0.037
H: -2.0980 6.0636 -1.0654  0.021
H: -0.6958 6.2265 -0.0156  0.013
H: -3.3241 2.8174 -0.0934  -0.001
H: -4.4805 4.0882 0.0601  0.030
H: -3.9098 3.1094 1.5177  0.041
H: -1.9903 6.0764 3.3926  0.013
H: -3.0385 4.6036 3.4359  0.042
H: -3.6325 6.1361 2.6702  0.026
C: -1.6570 -5.1420 -2.2381  -0.248
P: -2.2657 -4.4264 -0.6431  0.789
C: -2.1449 -5.8755 0.5041  -0.235
C: -4.0112 -4.1890 -0.7703  -0.419
C: -4.6623 -4.3755 -1.9937  -0.096
C: -6.0257 -4.1820 -2.0817  -0.076
C: -6.7405 -3.6912 -0.9723  -0.081
C: -6.0570 -3.3085 0.1686  -0.068
C: -4.6941 -3.6414 0.3220  -0.079
H: -2.1984 -5.9229 -2.6831  0.027
H: -0.5842 -5.3004 -2.0724  0.050
H: -1.6852 -4.3655 -3.0028  0.044
H: -2.4220 -6.7752 -0.0305  0.041
H: -2.6503 -5.6428 1.4963  0.080
H: -1.0780 -5.9841 0.6740  0.030
H: -4.0098 -4.7370 -2.8206  0.097
H: -6.5891 -4.4540 -2.9835  0.110
H: -7.7829 -3.4091 -1.0198  0.103
H: -6.6394 -2.8972 1.0136  0.119
H: -4.1690 -3.4389 1.2335  0.092

Values from the calculation:
gap between HOMO and LUMO	0.23916	Ha
highest occupied orbital energy	-0.248	Eh
ΔE to the lowest compared entry with this formula, charge and spin	0.778	eV
M	1001.39	g mol⁻¹

Computed, not measured: C5H6BrN3O2 in the gas phase in a non-equilibrium geometry, with the ωB97M-V functional and the def2-TZVPD basis.

Last column: Löwdin charge in e.
Positions of all 17 atoms, in Å:
C: 0.0334 -0.9605 1.7709  -0.024
C: -0.1253 -1.0281 0.2307  -0.313
N: 1.1893 -1.1093 -0.3302  0.083
C: 1.8371 -0.0831 -0.6943  -0.183
C: 1.2572 1.2483 -0.7605  -0.580
Br: 2.2705 2.9122 -1.1868  0.651
C: -0.0483 1.3297 -0.6438  -0.124
N: -0.8158 0.2180 -0.3595  0.026
N: -2.1361 0.0537 -0.6951  -0.372
O: -2.6827 1.0611 -1.1100  0.081
O: -2.5528 -1.0984 -0.6624  0.079
H: 0.1853 0.2265 1.8512  0.124
H: 0.9011 -1.4676 2.1484  0.061
H: -0.7988 -1.2788 2.4590  0.088
H: -0.6647 -1.9449 -0.0070  0.131
H: 2.8578 -0.2635 -1.1803  0.137
H: -0.7072 2.1847 -0.8303  0.134

Values from the calculation:
gap between HOMO and LUMO	0.31975	Ha
highest occupied orbital energy	-0.341	Eh
ΔE to the lowest compared entry with this formula, charge and spin	4.772	eV
structure (SMILES)	C[C@@H]1N=CC(Br)=CN1[N+](=O)[O-]
M	220.03	g mol⁻¹

Computed, not measured: C6H9N in the gas phase, with the ωB97M-V functional and the def2-TZVPD basis.

Last column: Löwdin charge in e.
Positions of all 16 atoms, in Å:
C: 1.6687 -0.6170 0.1904  -0.025
C: 0.2586 -0.0780 -0.0449  -0.517
C: -0.8629 -1.0056 0.6144  -0.012
C: -0.4596 -0.0458 -1.3629  -0.138
C: -1.3083 1.0275 -1.5260  -0.100
C: -0.8631 1.8352 -0.4350  -0.130
N: 0.0566 1.2889 0.3739  0.061
H: 1.9071 -0.6289 1.2639  0.083
H: 1.7170 -1.6527 -0.1592  0.085
H: 2.4559 -0.0514 -0.3206  0.084
H: -1.5600 -0.3473 1.1352  0.092
H: -0.3749 -1.7089 1.2839  0.073
H: -1.4793 -1.5939 -0.0802  0.084
H: -0.4365 -0.9830 -1.9218  0.102
H: -1.2148 2.8384 -0.1860  0.104
H: 0.4956 1.7225 1.1749  0.156

Values from the calculation:
gap between HOMO and LUMO	0.27901	Ha
highest occupied orbital energy	-0.267	Eh
ΔE to the lowest compared entry with this formula, charge and spin	3.836	eV
structure (SMILES)	CC1(C)C=C=CN1
M	95.14	g mol⁻¹

Computed, not measured: a molecular structure, C20H22BFN2O6W, with the ωB97M-V functional and the def2-TZVPD basis.

Last column: Löwdin charge in e.
Positions of all 53 atoms, in Å:
W: -0.7567 -0.4190 1.2722  1.667
O: -4.8928 -2.1402 0.1124  0.041
C: -4.5172 -3.3933 -0.1842  -0.283
C: -5.5128 -4.3175 -0.5119  -0.042
C: -5.1820 -5.6228 -0.8317  -0.131
C: -3.8523 -6.0300 -0.8274  -0.129
C: -2.8640 -5.1140 -0.4993  -0.046
C: -3.1692 -3.7958 -0.1786  -0.077
C: -2.0872 -2.8265 0.1555  -0.447
O: -2.4743 -1.6387 0.6124  -0.218
N: -0.8614 -3.1525 -0.0014  0.062
N: -0.0460 -2.1088 0.4960  -0.243
C: 0.4966 -1.1674 -0.4035  -0.308
C: 1.9659 -1.0263 -0.4791  -0.164
C: 2.7403 -1.6108 -1.4704  -0.053
C: 4.1291 -1.4897 -1.4767  -0.144
C: 4.7459 -0.7771 -0.4585  -0.138
C: 3.9862 -0.1705 0.5334  -0.030
C: 2.5931 -0.2690 0.5209  -0.289
O: 1.8601 0.3207 1.4556  0.016
H: -4.0468 -1.6567 0.3663  0.072
H: -6.5418 -3.9793 -0.5073  0.102
H: -5.9674 -6.3278 -1.0828  0.084
H: -3.5894 -7.0519 -1.0733  0.081
H: -1.8179 -5.3921 -0.4832  0.100
H: -0.0164 -1.0766 -1.3694  0.113
H: 2.2428 -2.1872 -2.2442  0.100
H: 4.7177 -1.9574 -2.2587  0.073
H: 5.8271 -0.6786 -0.4390  0.078
H: 4.4520 0.4117 1.3206  0.105
C: 2.8549 3.1700 -0.1339  -0.017
C: 1.3332 3.1187 -0.2820  -0.510
C: 0.9124 3.8733 -1.5358  -0.023
O: 0.9189 1.7720 -0.4044  0.036
B: 0.7034 1.2393 0.9356  -0.857
O: 0.7012 2.4130 1.8292  0.035
C: 0.6094 3.5639 1.0226  -0.528
C: -0.8697 3.8799 0.7740  -0.023
C: 1.2711 4.7324 1.7413  -0.027
H: 3.3046 2.6143 -0.9594  0.090
H: 3.1558 2.6872 0.7968  0.086
H: 3.2316 4.1983 -0.1474  0.075
H: 1.4881 3.5066 -2.3892  0.080
H: 1.0956 4.9481 -1.4304  0.077
H: -0.1444 3.7100 -1.7423  0.078
H: -1.3459 3.0443 0.2606  0.078
H: -1.0088 4.8012 0.1979  0.073
H: -1.3584 3.9932 1.7437  0.087
H: 2.2818 4.4719 2.0534  0.074
H: 0.6925 4.9788 2.6347  0.078
H: 1.3112 5.6198 1.1000  0.077
O: -0.4784 -0.5083 2.9593  -0.504
F: -2.2213 0.8170 0.9109  -0.486

Values from the calculation:
total charge	-2
gap between HOMO and LUMO	0.21028	Ha
highest occupied orbital energy	-0.031	Eh
ΔE to the lowest compared entry with this formula, charge and spin	0.000	eV
M	600.05	g mol⁻¹

Computed, not measured: a molecular structure, C35H41BeN6O2 in a non-equilibrium geometry, with the ωB97M-V functional and the def2-TZVPD basis.

Last column: Löwdin charge in e.
Positions of all 85 atoms, in Å:
Be: 1.3899 6.7433 2.9565  0.534
C: 0.7019 -0.8540 1.8299  -0.012
C: 0.7656 0.3135 0.7583  -0.223
O: 0.7849 1.5742 1.4336  0.124
H: 1.5598 -1.0745 2.4651  0.087
H: 0.6742 -1.7351 1.1888  0.089
H: -0.2003 -0.8338 2.4413  0.088
H: -0.1177 0.2810 0.1205  0.160
H: 1.5464 0.1605 0.0132  0.116
N: -6.7506 -1.8231 -3.9040  0.039
C: -5.4175 -1.8082 -3.8720  -0.166
C: -4.6172 -2.9247 -4.1521  -0.081
C: -5.2381 -4.1396 -4.4540  -0.075
C: -6.6449 -4.1687 -4.4480  -0.062
C: -7.3819 -2.9871 -4.1602  -0.131
H: -4.8878 -0.8778 -3.7295  0.093
H: -3.5427 -2.9273 -4.0439  0.093
H: -4.6560 -5.0094 -4.7204  0.100
H: -7.3297 -4.9826 -4.6350  0.093
H: -8.4558 -2.9610 -4.0482  0.099
N: -2.0273 7.7562 -1.5995  0.045
C: -1.9622 8.9434 -2.2125  -0.165
C: -2.6536 9.3339 -3.3866  -0.057
C: -3.3767 8.3348 -4.0096  -0.090
C: -3.6263 7.1229 -3.3615  -0.073
C: -2.8950 6.8762 -2.2050  -0.146
H: -1.4291 9.6870 -1.6386  0.094
H: -2.4487 10.3222 -3.7709  0.100
H: -4.0150 8.5250 -4.8598  0.104
H: -4.3430 6.4797 -3.8504  0.102
H: -3.0699 5.9658 -1.6511  0.091
N: -3.5780 6.3068 5.0266  0.040
C: -4.3279 5.1662 5.1481  -0.139
C: -5.5812 5.2062 5.7588  -0.082
C: -6.1168 6.3807 6.3330  -0.041
C: -5.2499 7.5042 6.2650  -0.086
C: -4.0307 7.4412 5.6460  -0.157
H: -3.8494 4.2456 4.8482  0.094
H: -6.2153 4.3358 5.8418  0.094
H: -7.1266 6.3498 6.7147  0.104
H: -5.6514 8.4277 6.6552  0.099
H: -3.6198 8.4257 5.4777  0.099
N: 1.9282 -7.1043 5.7566  0.047
C: 0.8913 -6.2142 5.8362  -0.129
C: -0.4219 -6.6276 5.5630  -0.097
C: -0.6780 -7.8806 5.1396  -0.122
C: 0.3435 -8.7615 4.9212  -0.075
C: 1.6389 -8.3174 5.1832  -0.129
H: 1.1036 -5.2605 6.2965  0.093
H: -1.2702 -5.9862 5.7514  0.099
H: -1.6706 -8.3062 5.1394  0.111
H: 0.0573 -9.7706 4.6642  0.104
H: 2.5366 -8.9060 5.0647  0.097
N: 1.5001 -8.4638 -4.5315  0.034
C: 1.6735 -9.2141 -5.6368  -0.154
C: 1.2433 -10.5150 -5.6441  -0.072
C: 0.5883 -11.0360 -4.5147  -0.085
C: 0.3928 -10.2845 -3.3957  -0.082
C: 0.8936 -8.9726 -3.4326  -0.139
H: 2.1318 -8.6405 -6.4288  0.102
H: 1.3641 -11.0083 -6.5973  0.100
H: 0.2077 -12.0462 -4.5453  0.104
H: -0.1840 -10.6016 -2.5394  0.100
H: 0.5835 -8.2587 -2.6839  0.093
N: 4.6808 7.4881 -2.0086  0.029
C: 5.1302 6.4696 -2.7938  -0.137
C: 5.8175 6.6978 -4.0312  -0.079
C: 6.1842 7.9647 -4.4108  -0.095
C: 5.8056 8.9819 -3.5626  -0.082
C: 4.9913 8.7791 -2.4099  -0.111
H: 5.0676 5.4174 -2.5584  0.089
H: 5.9730 5.9130 -4.7567  0.097
H: 6.5875 8.1837 -5.3884  0.110
H: 5.9883 10.0225 -3.7866  0.095
H: 4.6600 9.5901 -1.7783  0.092
C: 6.7052 -2.0545 1.7521  -0.031
C: 7.4772 -2.5244 2.9501  -0.542
O: 8.6017 -2.8646 2.8355  0.104
C: 6.8776 -2.3129 4.3004  -0.025
H: 7.0644 -2.4956 0.8223  0.083
H: 6.8439 -0.9819 1.6166  0.087
H: 5.6475 -2.3169 1.7768  0.070
H: 7.3094 -2.9826 5.0440  0.089
H: 5.8424 -2.6538 4.2875  0.073
H: 6.9022 -1.2466 4.5252  0.093

Values from the calculation:
total charge	+1
gap between HOMO and LUMO	0.04951	Ha
highest occupied orbital energy	-0.393	Eh
ΔE to the lowest compared entry with this formula, charge and spin	11.265	eV
M	586.77	g mol⁻¹